[1]
14
Properties=species:S:1:pos:R:3:mulliken_charge:R:1 method="wB97M-V/def2-TZVPD" e_above_lowest_kcal_mol=26.18 e_lumo_ev=1.05 spin_multiplicity=1 e_homo_ha=-0.35751 smiles="C[C@H]1C[C@H]1C=O" orbital_gap_ev=10.780
C 1.4407 0.5646 -0.5530 -1.34
C 0.6994 -0.3139 0.4303 0.25
C -0.3839 0.1840 1.3172 -0.72
C -0.7337 -0.7573 0.1814 0.06
C -1.4999 -0.2037 -0.9589 -0.19
O -2.2583 -0.8482 -1.6458 -0.49
H 0.8143 1.3588 -0.9705 0.28
H 2.3000 1.0437 -0.0731 0.36
H 1.8147 -0.0354 -1.3894 0.32
H 1.3202 -1.1008 0.8544 0.33
H -0.6977 1.2208 1.2113 0.26
H -0.4713 -0.2101 2.3248 0.26
H -0.9883 -1.7860 0.4186 0.38
H -1.3561 0.8835 -1.1474 0.23


[2]
10
Properties=species:S:1:pos:R:3:mulliken_charge:R:1 method="wB97M-V/def2-TZVPD" e_above_lowest_kcal_mol=75.75 e_lumo_ev=-4.82 spin_multiplicity=1 e_homo_ha=-0.57926 total_charge=+1 orbital_gap_ev=10.945
C 0.2607 1.4173 -0.1586 0.23
C 1.8511 -0.5662 0.0528 -0.62
N -1.8456 -0.2163 0.2426 -0.28
N -2.9607 -0.3463 0.1763 0.71
N 1.0951 0.6370 -0.0626 0.05
O -4.1114 -0.4700 0.2740 -0.44
H -0.4956 2.2201 -0.5445 0.39
H 1.3110 -1.2798 0.5727 0.35
H 2.0660 -0.9632 -1.0000 0.31
H 2.8292 -0.4325 0.4473 0.30


[3]
96
Properties=species:S:1:pos:R:3:mulliken_charge:R:1 method="wB97M-V/def2-TZVPD" e_above_lowest_kcal_mol=52.60 e_lumo_ev=3.40 spin_multiplicity=1 e_homo_ha=-0.06648 total_charge=-2 orbital_gap_ev=5.209
Na -0.8580 1.0488 0.0249 0.73
C -7.1602 -2.9025 2.4995 -0.38
C -6.0197 -3.0421 3.2759 -0.74
C -4.8881 -2.2808 3.0072 -0.06
C -4.8749 -1.3577 1.9648 0.42
C -6.0356 -1.2194 1.1987 -0.48
C -7.1611 -1.9867 1.4534 -0.58
P -3.4577 -0.2797 1.4794 -0.08
C -2.2593 -0.6284 2.8277 0.31
C -0.9766 -1.0958 2.5516 -0.09
C -0.0002 -1.1229 3.5414 -0.35
C -0.2925 -0.6996 4.8284 -0.51
C -1.5714 -0.2375 5.1173 -0.79
C -2.5363 -0.1931 4.1250 -0.32
C -2.8050 -1.2292 0.0382 0.64
C -2.7776 -2.6300 0.1412 0.04
C -2.5099 -3.4034 -0.9729 -0.80
C -2.2786 -2.7492 -2.1854 -0.42
C -2.2666 -1.3643 -2.2350 -0.59
C -2.5091 -0.5002 -1.1372 -0.92
H -8.0413 -3.4990 2.7057 0.35
H -6.0030 -3.7533 4.0944 0.37
H -4.0028 -2.4084 3.6187 0.28
H -6.0445 -0.5023 0.3849 0.40
H -8.0430 -1.8635 0.8353 0.37
H -0.7135 -1.4092 1.5486 -0.01
H 1.0041 -1.4458 3.2874 0.41
H 0.4773 -0.6891 5.5902 0.38
H -1.8018 0.1389 6.1064 0.35
H -3.5083 0.2324 4.3514 0.43
H -2.9774 -3.1141 1.0942 0.30
H -2.4950 -4.4868 -0.9073 0.36
H -2.1017 -3.3320 -3.0869 0.33
H -2.0543 -0.9168 -3.2091 0.47
O 2.1439 3.3118 4.9885 -0.74
C 1.5507 2.9658 3.9804 0.23
C 2.1809 2.5306 2.6864 0.03
O 3.3777 2.5148 2.4339 -0.76
C 1.0746 2.1547 1.7821 0.04
C -0.1818 2.3962 2.4479 1.95
O -1.3216 2.2335 1.9049 -1.42
C 0.0694 2.9400 3.7786 0.37
O -0.7727 3.3796 4.5690 -0.89
O 1.1927 1.7104 0.6179 -0.73
C 3.0076 -3.7299 1.6177 -1.25
N 1.9566 -3.3667 0.6924 0.18
C 0.6683 -3.9714 0.9661 -0.77
C 1.9521 -2.1377 0.0454 0.11
O 0.9121 -1.5312 -0.1490 0.16
N 3.1995 -1.6889 -0.3493 0.21
C 4.1407 -2.6077 -0.9545 -1.25
C 3.2954 -0.3329 -0.8682 -0.45
H 2.6243 -3.7186 2.6449 0.37
H 3.8283 -3.0203 1.5591 0.44
H 3.3924 -4.7358 1.4153 0.28
H 0.7525 -5.0593 0.8860 0.41
H -0.0683 -3.6110 0.2528 0.02
H 0.3096 -3.7235 1.9719 0.29
H 3.9125 -3.6371 -0.6901 0.43
H 5.1610 -2.3797 -0.6321 0.31
H 4.1111 -2.5189 -2.0486 0.35
H 2.5955 0.3296 -0.3656 -0.07
H 3.1079 -0.3105 -1.9498 0.19
H 4.3073 0.0355 -0.6861 0.34
S 1.9026 1.6500 -6.5395 -0.19
C 1.2414 1.5007 -4.8885 0.18
C 0.8967 2.6381 -4.1775 -0.64
C 0.3905 2.4804 -2.8907 -0.35
N 0.2408 1.2956 -2.3146 0.64
C 0.5617 0.2076 -3.0091 -1.00
C 1.0578 0.2561 -4.3032 -0.81
C 3.5120 0.9437 -6.2550 0.18
C 3.9156 -0.1924 -6.9419 -0.10
C 5.1871 -0.6973 -6.7081 -0.34
N 6.0493 -0.1624 -5.8498 -0.63
C 5.6453 0.9201 -5.1861 -0.40
C 4.4042 1.5127 -5.3560 -0.20
H 1.0171 3.6256 -4.6019 0.49
H 0.0967 3.3469 -2.3093 0.25
H 0.4151 -0.7369 -2.4974 0.73
H 1.3014 -0.6559 -4.8330 0.45
H 3.2495 -0.6774 -7.6427 0.39
H 5.5183 -1.5854 -7.2363 0.36
H 6.3496 1.3440 -4.4789 0.37
H 4.1315 2.3894 -4.7837 0.42
S -2.3976 4.4859 -1.3806 -0.43
C -1.5218 5.1712 -0.1405 0.14
N -1.5005 4.5395 1.0870 0.08
C -0.9265 5.0450 2.1868 -0.01
C -0.2993 6.2579 2.1061 -0.99
C -0.2489 6.8266 0.8251 -0.08
N -0.8167 6.3379 -0.2507 -0.64
H -1.7994 3.5525 1.1445 0.19
H -1.0105 4.4329 3.0800 0.90
H 0.1911 6.6989 2.9588 0.44
H 0.3093 7.7498 0.6812 0.39


[4]
48
Properties=species:S:1:pos:R:3:mulliken_charge:R:1 method="wB97M-V/def2-TZVPD" e_above_lowest_kcal_mol=147.14 e_lumo_ev="-1.65 / -3.41" spin_multiplicity=6 e_homo_ha="-0.31089 / -0.31153" s_squared=9.059 orbital_gap_ev="6.814 / 5.064"
C 0.9029 3.0301 0.8129 -0.70
C 3.2013 0.6279 -0.3002 -1.21
H 0.0238 3.6228 0.5605 0.39
H 1.8016 3.5971 0.5005 0.38
H 0.9906 2.7140 1.8707 0.22
H 3.6766 0.3179 -1.2383 0.48
H 3.6416 1.5821 -0.0488 0.37
H 3.3464 -0.0046 0.5830 0.44
C -1.9553 1.8059 -0.5399 -0.12
C -3.3077 1.4754 -0.7101 -0.84
C -3.6184 0.1986 -1.1923 -0.54
C -2.5761 -0.6898 -1.4346 -0.80
H -1.6578 2.7854 -0.1654 0.13
H -4.0644 2.2135 -0.4615 0.42
H -4.6485 -0.1016 -1.3639 0.42
H -2.7808 -1.6903 -1.7990 0.28
N -0.9718 0.9498 -0.7912 0.43
C -1.2378 -0.3084 -1.1820 0.42
C -0.1317 -1.2910 -1.2460 0.86
N 1.1080 -0.8983 -0.8639 0.26
C 2.0731 -1.8068 -0.7967 -0.10
C 0.6629 -3.5908 -1.5676 -0.76
C 1.9032 -3.1519 -1.1092 -0.81
H 3.0723 -1.5249 -0.4868 0.37
H 2.7792 -3.7717 -0.9935 0.41
C -0.3531 -2.6365 -1.6302 -0.62
H -1.3346 -2.9307 -1.9850 0.30
H 0.5114 -4.6292 -1.8569 0.42
Mn 1.4117 1.4074 -0.1654 0.51
I 1.6204 2.6213 -2.3923 -0.32
C -0.4810 0.6742 8.1514 -1.38
C -0.4428 0.3714 6.6835 0.97
C -0.5312 -0.9514 6.2228 -0.74
C -0.4514 -1.2343 4.8603 -0.66
C -0.3123 -0.1815 3.9580 0.13
C -0.2304 1.1445 4.3987 -0.20
C -0.3118 1.4092 5.7605 -0.83
S -0.1732 -0.5277 2.2034 1.66
O -0.3537 0.8570 1.7295 -0.44
O 1.1907 -1.0554 2.0475 -0.67
O -1.2312 -1.4502 1.8530 -0.68
H -1.4724 0.4764 8.5771 0.30
H 0.2425 0.0605 8.7006 0.34
H -0.2420 1.7291 8.3195 0.34
H -0.6582 -1.7632 6.9391 0.35
H -0.5008 -2.2538 4.4829 0.40
H -0.1135 1.9575 3.6939 0.19
H -0.2681 2.4426 6.1090 0.26


[5]
66
Properties=species:S:1:pos:R:3:mulliken_charge:R:1 method="wB97M-V/def2-TZVPD" e_above_lowest_kcal_mol=105.26 e_lumo_ev="-4.87 / -4.87" spin_multiplicity=1 e_homo_ha="-0.42341 / -0.42348" total_charge=+1 orbital_gap_ev="6.656 / 6.654"
Ir 1.0913 -0.5878 -0.6342 1.78
O -2.7083 -5.0834 2.1650 -0.55
C -3.5693 -4.0946 2.1066 0.52
O -4.6962 -4.2042 2.5133 -0.57
C -3.1318 -2.7758 1.5077 -0.25
C -3.9875 -1.6954 1.4567 0.18
Cl -5.5853 -1.5329 1.9798 -0.12
N -3.3422 -0.6722 0.8588 0.62
N -2.0922 -1.0139 0.5009 -0.24
C -1.9426 -2.2775 0.8820 0.43
C -0.6386 -3.0032 0.6619 0.48
O -0.5046 -4.1211 1.1275 -0.89
O 0.3516 -2.4589 0.0049 -0.55
C -3.9544 0.6044 0.6360 -0.72
C -4.5607 0.8696 -0.5783 0.15
C -5.1775 2.0952 -0.7794 -0.86
C -5.1981 3.0375 0.2397 -0.45
C -4.5986 2.7540 1.4604 -0.77
C -3.9777 1.5321 1.6636 0.05
H -1.8274 -4.8422 1.7930 0.48
H -4.5611 0.1143 -1.3542 0.45
H -5.6446 2.3152 -1.7305 0.43
H -5.6939 3.9885 0.0909 0.44
H -4.6121 3.4883 2.2563 0.41
H -3.5187 1.2956 2.6159 0.50
O 2.9723 -1.8617 -0.3332 -0.77
N 4.1523 -1.6458 -0.8456 0.30
C 5.1790 -2.4484 -0.4838 -0.18
C 6.4373 -2.2506 -0.9797 -0.69
C 6.6574 -1.2210 -1.8927 -0.34
C 5.5981 -0.4221 -2.2596 -0.90
C 4.3356 -0.6328 -1.7097 0.84
S 2.9933 0.3912 -2.0755 -0.33
H 4.9152 -3.2367 0.2043 0.47
H 7.2403 -2.8968 -0.6560 0.43
H 7.6430 -1.0534 -2.3037 0.41
H 5.7184 0.3861 -2.9679 0.43
C -0.4663 3.5329 -0.4639 -0.81
O -0.7322 2.1154 -0.5738 0.06
P -0.0669 1.1545 -1.6257 0.07
O -1.2603 0.6157 -2.5178 -0.18
C -1.3865 -0.7698 -2.8830 -0.60
O 0.6201 2.2374 -2.5573 -0.15
C 0.8758 2.0040 -3.9634 -0.74
H -1.0798 4.0854 -1.1716 0.28
H 0.5816 3.7565 -0.6461 0.37
H -0.7354 3.8090 0.5510 0.25
H -0.5793 -1.3752 -2.4580 0.22
H -1.3655 -0.8516 -3.9663 0.33
H -2.3268 -1.1561 -2.4995 0.09
H -0.0691 1.9051 -4.4946 0.26
H 1.4897 1.1190 -4.1174 0.36
H 1.4065 2.8795 -4.3238 0.25
N 1.6850 -1.6574 2.3591 -0.17
C 1.7916 -0.3190 2.3526 0.91
C 1.9792 0.3936 3.5582 -0.96
C 2.1726 1.7459 3.5306 -0.41
C 2.1796 2.4217 2.2999 -1.10
C 1.9555 1.6973 1.1696 -0.23
N 1.7503 0.3610 1.1852 0.01
H 1.6505 -2.1521 3.2313 0.24
H 1.5725 -2.1777 1.5017 0.03
H 1.9695 -0.1555 4.4900 0.44
H 2.3315 2.2907 4.4518 0.42
H 2.3420 3.4886 2.2462 0.49
H 1.9532 2.1613 0.1938 0.66